# 1
A structure of composition C9H12NO4S2V at a distorted geometry. Source: OMol25; level of theory: ωB97M-V/def2-TZVPD.

As for the expectation value of S²: 3.76. Its highest occupied orbital energy (alpha / beta) is -11.573 / -11.846 eV. The value obtained for the HOMO-LUMO gap (alpha / beta) is 8.38 / 6.45 eV. Its net charge is +1. The spin multiplicity is 4. The calculated total energy comes out at -2445.91833 Ha. The maximum force comes out at 3.46 eV/A.

CARTESIAN COORDINATES (ANGSTROEM)
V: 0.777 -0.164 -0.811
O: -0.242 -1.169 -1.921
N: -1.040 -0.677 -2.896
C: -1.565 -1.553 -3.779
C: -2.419 -1.106 -4.739
C: -2.746 0.257 -4.777
C: -2.197 1.123 -3.866
C: -1.299 0.654 -2.896
S: -0.498 1.627 -1.726
H: -1.259 -2.580 -3.655
H: -2.832 -1.806 -5.448
H: -3.427 0.626 -5.531
H: -2.424 2.178 -3.866
O: 2.534 -0.325 -1.116
O: 2.317 -1.168 -0.129
O: 0.784 0.786 0.856
S: 1.918 0.376 1.862
C: 1.255 -1.000 2.836
C: 0.461 -0.386 3.981
C: 1.294 0.800 4.454
C: 1.665 1.588 3.201
H: 2.125 -1.557 3.190
H: 0.683 -1.626 2.151
H: 0.302 -1.112 4.777
H: -0.514 -0.052 3.623
H: 2.195 0.448 4.960
H: 0.744 1.432 5.149
H: 2.566 2.190 3.292
H: 0.842 2.197 2.824

---

# 2
An isolated molecule of C9H12NP at a distorted geometry. Source: OMol25; level of theory: ωB97M-V/def2-TZVPD.

Its highest occupied orbital energy is -8.796 eV. The value obtained for the HOMO-LUMO gap is 8.20 eV. Its net charge is 0. As for the SMILES: CCC1=CC=P(CC)=C1C#N. The calculated total energy comes out at -746.14486 Ha. The maximum force comes out at 4.93 eV/A.

CARTESIAN COORDINATES (ANGSTROEM)
C: 3.472 0.096 -0.426
C: 2.621 0.176 0.830
C: 1.144 -0.138 0.813
C: 0.216 0.685 1.507
C: -1.048 0.194 1.761
P: -1.392 -1.420 0.929
C: -2.261 -0.849 -0.636
C: -3.758 -0.700 -0.458
C: 0.666 -1.297 0.244
C: 1.429 -2.400 -0.064
N: 2.043 -3.344 -0.123
H: 4.550 -0.068 -0.153
H: 3.378 0.875 -1.207
H: 3.395 -0.953 -0.853
H: 2.744 1.124 1.249
H: 3.027 -0.652 1.509
H: 0.603 1.662 1.863
H: -1.613 0.657 2.566
H: -1.763 0.075 -1.037
H: -2.058 -1.663 -1.385
H: -4.182 -1.755 -0.151
H: -4.192 -0.060 0.303
H: -4.311 -0.537 -1.385

---

# 3
A structure of composition C9H12NSe at a distorted geometry. Source: OMol25; level of theory: ωB97M-V/def2-TZVPD.

Its highest occupied orbital energy (alpha / beta) is -12.324 / -12.296 eV. The value obtained for the HOMO-LUMO gap (alpha / beta) is 6.96 / 7.03 eV. Its net charge is +1. The calculated total energy comes out at -2805.95190 Ha. The maximum force comes out at 5.21 eV/A.

CARTESIAN COORDINATES (ANGSTROEM)
C: -2.853 1.144 -1.931
C: -1.760 0.862 -2.732
C: -2.812 0.977 -0.548
C: -0.633 0.423 -2.135
C: -1.720 0.388 0.067
C: -0.658 0.107 -0.791
C: 2.903 -2.229 1.711
C: 1.573 -2.373 1.922
C: 0.648 -1.546 1.229
N: 1.466 1.649 1.016
Se: 1.145 -0.543 -0.178
H: -3.599 1.535 -2.460
H: -1.718 1.074 -3.748
H: -3.644 1.172 0.068
H: 0.207 0.229 -2.812
H: -1.693 0.265 1.047
H: 3.714 -2.962 1.859
H: 3.476 -1.260 1.404
H: 1.314 -3.225 2.500
H: -0.349 -1.821 1.342
H: 0.983 2.504 0.683
H: 2.318 1.862 0.498
H: 1.693 1.769 1.989

---

# 4
An isolated molecule of C9H12O at a distorted geometry. Source: OMol25; level of theory: ωB97M-V/def2-TZVPD.

Its highest occupied orbital energy is -8.161 eV. The value obtained for the HOMO-LUMO gap is 8.78 eV. Its net charge is 0. The calculated total energy comes out at -425.15296 Ha. The maximum force comes out at 6.01 eV/A.

CARTESIAN COORDINATES (ANGSTROEM)
C: -0.585 -0.075 0.255
C: -0.974 -0.236 -0.892
C: 2.174 -0.706 1.301
C: 2.051 0.526 0.876
C: 0.105 0.130 1.477
C: 2.826 1.381 -0.017
C: -0.442 0.755 2.692
C: -2.530 -1.574 -2.396
C: -1.816 -0.226 -2.065
O: 0.922 -1.138 1.818
H: 2.985 -1.434 1.329
H: 3.913 1.040 -0.107
H: 2.732 2.461 0.238
H: 2.350 1.374 -1.044
H: -0.480 0.163 3.661
H: -1.509 0.921 2.545
H: -0.022 1.776 2.822
H: -1.872 -2.202 -2.963
H: -3.374 -1.418 -3.124
H: -2.742 -2.143 -1.563
H: -2.602 0.469 -1.946
H: -1.109 0.157 -2.896

---

Copy entry 1 word for word.
A structure of composition C9H12NO4S2V at a distorted geometry. Source: OMol25; level of theory: ωB97M-V/def2-TZVPD.

As for the expectation value of S²: 3.76. Its highest occupied orbital energy (alpha / beta) is -11.573 / -11.846 eV. The value obtained for the HOMO-LUMO gap (alpha / beta) is 8.38 / 6.45 eV. Its net charge is +1. The spin multiplicity is 4. The calculated total energy comes out at -2445.91833 Ha. The maximum force comes out at 3.46 eV/A.

CARTESIAN COORDINATES (ANGSTROEM)
V: 0.777 -0.164 -0.811
O: -0.242 -1.169 -1.921
N: -1.040 -0.677 -2.896
C: -1.565 -1.553 -3.779
C: -2.419 -1.106 -4.739
C: -2.746 0.257 -4.777
C: -2.197 1.123 -3.866
C: -1.299 0.654 -2.896
S: -0.498 1.627 -1.726
H: -1.259 -2.580 -3.655
H: -2.832 -1.806 -5.448
H: -3.427 0.626 -5.531
H: -2.424 2.178 -3.866
O: 2.534 -0.325 -1.116
O: 2.317 -1.168 -0.129
O: 0.784 0.786 0.856
S: 1.918 0.376 1.862
C: 1.255 -1.000 2.836
C: 0.461 -0.386 3.981
C: 1.294 0.800 4.454
C: 1.665 1.588 3.201
H: 2.125 -1.557 3.190
H: 0.683 -1.626 2.151
H: 0.302 -1.112 4.777
H: -0.514 -0.052 3.623
H: 2.195 0.448 4.960
H: 0.744 1.432 5.149
H: 2.566 2.190 3.292
H: 0.842 2.197 2.824

---

What did the first record say?
A structure of composition C9H12NO4S2V at a distorted geometry. Source: OMol25; level of theory: ωB97M-V/def2-TZVPD.

As for the expectation value of S²: 3.76. Its highest occupied orbital energy (alpha / beta) is -11.573 / -11.846 eV. The value obtained for the HOMO-LUMO gap (alpha / beta) is 8.38 / 6.45 eV. Its net charge is +1. The spin multiplicity is 4. The calculated total energy comes out at -2445.91833 Ha. The maximum force comes out at 3.46 eV/A.

CARTESIAN COORDINATES (ANGSTROEM)
V: 0.777 -0.164 -0.811
O: -0.242 -1.169 -1.921
N: -1.040 -0.677 -2.896
C: -1.565 -1.553 -3.779
C: -2.419 -1.106 -4.739
C: -2.746 0.257 -4.777
C: -2.197 1.123 -3.866
C: -1.299 0.654 -2.896
S: -0.498 1.627 -1.726
H: -1.259 -2.580 -3.655
H: -2.832 -1.806 -5.448
H: -3.427 0.626 -5.531
H: -2.424 2.178 -3.866
O: 2.534 -0.325 -1.116
O: 2.317 -1.168 -0.129
O: 0.784 0.786 0.856
S: 1.918 0.376 1.862
C: 1.255 -1.000 2.836
C: 0.461 -0.386 3.981
C: 1.294 0.800 4.454
C: 1.665 1.588 3.201
H: 2.125 -1.557 3.190
H: 0.683 -1.626 2.151
H: 0.302 -1.112 4.777
H: -0.514 -0.052 3.623
H: 2.195 0.448 4.960
H: 0.744 1.432 5.149
H: 2.566 2.190 3.292
H: 0.842 2.197 2.824